C39H30N8O2SZn | ωB97M-V with the def2-TZVPD basis set

Structure (ORCA input):
```
! wB97M-V def2-TZVPD RIJCOSX def2/J DEFGRID3
* xyz 0 1
C 1.8212 4.0577 -1.2653
H 3.8107 1.1333 -2.7803
N -0.7739 0.7952 2.1858
H -0.4186 3.6253 -4.0183
H 1.6425 2.8255 0.4859
C 2.3053 4.1699 -2.5648
C -3.7585 2.9052 2.1906
N 1.0556 -0.9531 2.6924
H 2.9380 6.1136 -3.2307
N -0.4450 0.7411 3.4112
C 1.3961 0.1054 4.8043
C -1.2548 0.3536 -4.1025
H -0.3598 -3.6304 2.0573
C -1.0326 -5.6046 3.7304
C 2.5359 -1.6374 -2.4764
H -3.2641 2.5165 -1.1698
C 2.0173 2.9049 -0.5254
C 1.6459 -1.4410 -1.4433
C 0.6938 -0.0635 3.6153
O 2.8958 0.7934 1.2682
C -1.1559 -3.3663 2.7434
C -1.3884 0.1266 -2.7415
C -0.9011 1.6089 -4.5743
C 2.0961 5.4299 -3.3590
N -0.4631 -2.0359 -0.4539
C -2.7332 2.1579 2.6689
C -2.6207 -1.7884 3.4864
N -1.2081 0.8886 -0.4413
H 1.0471 0.8364 5.5186
C 2.9263 -1.5626 4.0352
N 1.7527 -0.5560 -0.3853
C -1.8499 1.4977 1.7748
C 2.5285 -0.6531 5.0105
H 1.1948 5.9536 -3.0388
C 3.0072 3.0989 -3.1059
H -2.9878 -0.7730 3.3861
C -3.0999 2.4152 -0.1068
H -4.4434 3.4055 2.8598
H 0.9341 -4.0116 -4.3312
S 3.0144 0.3926 -0.1119
C -1.0488 -3.8186 -2.4863
C 2.7265 1.8496 -1.0807
C -3.9245 3.0261 0.7774
N -1.6518 -2.1409 2.6472
H -3.9308 -2.3019 5.1087
H 2.0076 5.2140 -4.4238
H -3.0027 -4.6221 5.2835
C -2.6316 -3.9197 4.5500
H 3.1072 -0.5319 5.9164
C -1.6139 -2.6630 -0.4865
H 3.3933 3.1702 -4.1156
C -1.6128 -4.2908 3.6772
H -0.7881 1.7841 -5.6353
H 3.8101 -2.1707 4.1528
C -2.0094 1.5770 0.3417
C -0.8263 2.4141 -2.3072
H -2.5561 2.0487 3.7297
H 3.0142 -2.6778 -4.2886
C 3.2341 1.9472 -2.3678
C -0.6948 2.6388 -3.6666
H 3.4616 -1.0857 -2.4904
H -1.2680 -4.5202 -3.2813
H 1.2724 4.8844 -0.8288
H 2.4351 -2.3534 2.0986
C 1.1341 -3.3076 -3.5354
O 4.2439 -0.2006 -0.5708
H -0.6473 3.2141 -1.6024
H -4.7472 3.6209 0.4000
C 2.1612 -1.6685 2.8919
C 2.2766 -2.5640 -3.5043
H -2.3039 -2.4389 0.3150
Zn 0.1266 -0.4378 0.7875
H -2.9194 -4.0638 -1.4741
N -0.5702 -6.6543 3.7721
C -1.9563 -3.5755 -1.4971
H -1.6964 -0.8428 -2.3831
C -3.1432 -2.6406 4.4512
C -1.1616 1.1504 -1.8227
H -1.4327 -0.4581 -4.7963
C 0.4453 -2.2285 -1.4538
C 0.1871 -3.1372 -2.5002
*
```

Results
- molecular weight (g mol⁻¹) = 740.2
- HOMO energy (eV) = -7.00

These are the Löwdin partial charges, in e, on atoms 1 to 8: -0.0571, 0.1035, -0.0223, 0.0991, 0.1128, -0.2836, -0.0990, 0.0476



C2H5AuO2 | ωB97M-V with the def2-TZVPD basis set

Structure (ORCA input):
```
! wB97M-V def2-TZVPD RIJCOSX def2/J DEFGRID3
* xyz 1 4
C -0.6782 -0.3849 0.2412
O -0.9976 0.2554 -0.9980
H 0.4227 1.2064 1.1732
O 1.5665 0.2398 -0.2932
H -1.4960 -0.2166 0.9553
H 1.0018 -0.4214 1.5653
H -0.5249 -1.4593 0.0413
Au 1.2136 1.0181 -1.7763
H -1.1435 -0.4478 -1.6409
C 0.6355 0.2104 0.7320
*
```

Results
- molecular weight (g mol⁻¹) = 258.0
- ΔE to the lowest compared entry with this formula, charge and spin (eV) = 0.000
- HOMO energy (alpha / beta) (eV) = -12.99 / -16.50

These are the Löwdin partial charges, in e, on atoms 1 to 8: -0.1800, -0.1289, 0.1631, -0.2964, 0.1516, 0.1569, 0.1465, 1.1030



C6H10N2O2 | ωB97M-V with the def2-TZVPD basis set

Structure (ORCA input):
```
! wB97M-V def2-TZVPD RIJCOSX def2/J DEFGRID3
* xyz 0 1
H 1.3060 -1.2561 2.1464
H -0.3896 0.0689 -2.5981
C 2.4509 2.2861 -0.6021
H 0.7364 -2.5113 1.0985
C 0.2372 -0.4552 0.3646
N 1.5250 2.2215 -1.6457
H 1.9782 -1.4249 0.5274
O 2.2009 1.1183 0.1887
H -0.4196 -1.0312 -0.2764
H -0.6588 1.9441 -3.0535
C -0.5286 1.1436 -2.2808
H -0.1540 0.7576 2.0983
C 1.0924 -1.5325 1.1124
O 3.2029 3.1426 -0.3107
H -1.4926 -0.2654 1.5530
H -0.8832 1.1757 0.4980
H -1.3938 1.0546 -1.5885
C 0.6346 1.3746 -1.5060
C -0.6194 0.4119 1.2329
N 1.1204 0.4574 -0.3906
*
```

Results
- molecular weight (g mol⁻¹) = 142.2
- structure (SMILES) = Cc1nc(=O)on1C(C)C
- ΔE to the lowest compared entry with this formula, charge and spin (eV) = 3.118
- HOMO energy (eV) = -8.93

These are the Löwdin partial charges, in e, on atoms 1 to 8: 0.0848, 0.1215, -0.4743, 0.0514, -0.3743, 0.1860, 0.0661, 0.0624